Entry 1:
Below is a 3-piece molecular cluster, C4H11NO4 overall, with properties calculated with the ωB97M-V functional and the def2-TZVPD basis.

Summary:
HOMO energy (spin up / spin down) (eV): -7.52 / -6.42
2S+1: 1
Largest force on an atom (eV/A): 1.49
Charge: 0
HOMO-LUMO gap (spin up / spin down) (eV): 7.9743 / 6.9790
Energy (eV): -14001.8506
Relative energy (zero: lowest compared OMol25 entry of this formula, charge and spin) (kcal/mol): 121.9

```
20
C4H11NO4, DFT the ωB97M-V functional and the def2-TZVPD basis
C 1.06305 -0.15220 1.15544
C -0.60994 0.66147 -0.61383
C 1.00147 -1.40310 1.96700
C -1.80468 -0.23237 -2.52088
N -0.48792 -0.61664 -0.43640
O 2.23672 -0.07961 0.43089
O 0.78819 1.01351 1.85292
O -1.52070 1.37308 0.06085
O 0.31509 1.44589 -1.19752
H 2.18859 0.72171 -0.11078
H 1.42047 1.10813 2.59293
H -2.00777 0.74652 0.61763
H 0.02185 2.36715 -1.13103
H 0.24494 -0.99710 -1.02418
H 0.03284 -1.48611 2.45805
H 1.16790 -2.28059 1.34335
H 1.77875 -1.39041 2.75029
H -1.06699 -0.21520 -3.31542
H -2.27509 -1.19553 -2.36892
H -2.48677 0.61141 -2.51038
```

Entry 2:
Below is C4H11NOP as an isolated structure, with properties calculated with the ωB97M-V functional and the def2-TZVPD basis.

Summary:
HOMO energy (eV): -13.13
2S+1: 1
Largest force on an atom (eV/A): 5.00
Charge: +1
HOMO-LUMO gap (eV): 9.4977
Energy (eV): -17142.4630
Relative energy (zero: lowest compared OMol25 entry of this formula, charge and spin) (kcal/mol): 68.6

```
18
C4H11NOP, DFT the ωB97M-V functional and the def2-TZVPD basis
C 0.67095 0.49180 2.01381
C -0.79112 0.67396 1.35269
C 1.06584 -0.10089 0.61829
C -0.70521 0.05670 -1.16315
N -0.33376 -0.26627 0.29472
O -1.95220 -0.16161 -1.48135
P 0.73477 -1.37348 -2.36870
H 1.15328 1.39851 2.22606
H 0.74449 -0.26658 2.76996
H -1.64452 0.43217 2.05536
H -0.83245 1.78037 1.09107
H 1.60295 0.49319 -0.11933
H 1.64014 -1.01719 0.70320
H -0.27557 1.01465 -1.59464
H -0.63140 -1.16163 0.54054
H -2.40834 -1.01082 -1.18994
H 1.84718 -0.33311 -2.21504
H 0.11497 -0.64978 -3.53353
```

Entry 3:
Below is C4H11NOS as an isolated structure, with properties calculated with the ωB97M-V functional and the def2-TZVPD basis.

Summary:
HOMO energy (eV): -8.69
2S+1: 1
Largest force on an atom (eV/A): 5.04
Charge: 0
HOMO-LUMO gap (eV): 9.3986
Energy (eV): -18695.1817
Relative energy (zero: lowest compared OMol25 entry of this formula, charge and spin) (kcal/mol): 109.2

```
18
C4H11NOS, DFT the ωB97M-V functional and the def2-TZVPD basis
C -0.29798 0.35943 1.88006
C 0.45353 -0.86704 2.30973
C -0.19402 0.15128 -2.37455
C -1.45757 2.05036 -2.36912
N -0.91352 0.89679 -1.74708
O -1.84272 -0.98287 0.39539
S -1.56211 0.41510 0.83748
H -0.10446 1.42499 2.14900
H 1.49046 -0.73669 2.60905
H 0.59208 -1.39025 1.44352
H -0.16489 -1.31916 3.06491
H -1.04267 -0.64782 5.55790
H -0.06825 0.33547 -3.50360
H 0.18319 -0.86915 -1.96432
H -1.76626 2.76995 -1.60439
H -0.61671 2.47815 -2.91871
H -2.21550 1.71305 -3.05425
H -1.13344 0.15059 5.36953
```